Below is the molecule C3H7NO3 at a distorted geometry, with properties calculated with ωB97M-V/def2-TZVPD.

The geometry in XYZ format:
```
14
Properties=species:S:1:pos:R:3
O -0.017 -0.494 1.072
O 1.302 0.299 2.567
O 0.373 1.230 -0.718
N -0.245 -0.863 -0.264
C -1.424 0.332 -2.060
C -0.475 0.262 -1.115
C 1.331 -0.547 1.495
H 1.463 -1.610 1.635
H -0.204 2.002 -0.753
H -1.592 1.167 -2.706
H 1.873 -0.011 0.657
H -0.582 -1.807 -0.250
H -2.175 -0.479 -2.294
H 0.372 0.519 2.734
```

Summary:
Multiplicity ... 3
Total charge ... 0
Energy above the lowest of the compared OMol25 structures with the same formula, charge and spin ... 84.8 kcal/mol
Molecular weight ... 105.09 g mol⁻¹

Below is a cluster of 2 separate species, C4H8O2 in total, with properties calculated with ωB97M-V/def2-TZVPD.

The geometry in XYZ format:
```
14
Properties=species:S:1:pos:R:3
O 1.439 0.241 -0.353
O 1.874 -2.557 -1.259
C 0.285 0.295 -0.714
C -0.945 1.742 0.601
C 1.340 -2.244 -0.228
C -0.881 0.239 0.228
H 0.019 0.578 -1.754
H -1.916 2.193 0.403
H -0.206 2.310 0.019
H 0.237 -2.120 -0.149
H 1.890 -2.043 0.711
H -1.796 -0.122 -0.255
H -0.662 1.877 1.645
H -0.680 -0.389 1.104
```

Summary:
SMILES ... CCC=O.C=O
Total charge ... 0
Energy above the lowest of the compared OMol25 structures with the same formula, charge and spin ... 54.9 kcal/mol
Molecular weight ... 88.11 g mol⁻¹

Below is a structure of composition C4H2F12NaO13S4 at a distorted geometry, with properties calculated with ωB97M-V/def2-TZVPD.

The geometry in XYZ format:
```
36
Properties=species:S:1:pos:R:3
S -1.219 0.713 -3.467
S 3.051 1.916 -0.356
S -2.717 0.806 0.955
S 0.892 -2.759 2.670
Na 0.309 -0.463 -0.088
F -0.774 -4.822 3.421
F -1.695 -2.891 3.468
F -1.265 -3.829 1.556
F -5.106 0.594 2.114
F 5.184 0.343 -0.730
F -2.606 2.798 -2.551
F -3.690 -0.997 2.664
F -3.537 1.024 3.515
F -0.782 3.353 -3.612
F 5.639 2.404 -0.327
F -2.568 2.708 -4.701
F 5.044 1.073 1.309
O -1.346 0.744 1.424
O 1.356 -2.617 4.030
O 2.216 0.875 0.252
O 1.655 -3.729 1.872
O -3.043 -0.233 -0.021
O 2.087 -1.423 -1.573
O 2.910 3.235 0.265
O -0.617 0.711 -2.135
O 0.588 -1.529 1.992
O -2.379 -0.132 -3.664
O -3.233 2.131 0.652
O -0.252 0.522 -4.545
O 3.028 1.989 -1.814
C -0.834 -3.638 2.798
C -3.840 0.302 2.416
C -1.818 2.523 -3.584
C 4.838 1.399 0.032
H 2.946 -1.754 -1.843
H 1.578 -1.350 -2.394
```

Summary:
Total charge ... -3
Energy above the lowest of the compared OMol25 structures with the same formula, charge and spin ... 8.9 kcal/mol
Molecular weight ... 637.28 g mol⁻¹

Below is a structure of composition C49H37Cl2N7O6Tb at a distorted geometry, with properties calculated with ωB97M-V/def2-TZVPD.

The geometry in XYZ format:
```
102
Properties=species:S:1:pos:R:3
Tb 0.232 0.748 1.580
Cl -0.065 5.260 -0.847
Cl -0.711 7.712 3.903
O -0.249 -1.489 1.322
O -2.466 0.674 1.057
O 2.234 1.486 2.234
O -1.917 0.540 2.786
O 4.830 -5.092 -9.637
O -0.133 2.825 0.815
N -0.038 0.624 -1.014
N 1.561 -1.732 -5.048
N -0.315 2.611 3.453
N 0.177 -1.784 3.578
N 2.142 -0.533 0.274
N 3.257 -2.742 -3.921
N 0.958 -0.682 3.455
C -1.899 -3.709 3.714
C 3.182 -1.102 0.889
C 4.212 -4.465 -8.596
C -4.040 -4.437 2.876
C -6.116 1.955 1.183
C -0.244 5.205 0.852
C 4.842 -4.645 -7.323
C -0.397 6.345 1.626
C 4.233 -4.976 -10.928
C -6.866 0.632 1.488
C -1.664 -2.979 2.533
C -4.733 1.558 1.127
C 0.786 -0.193 -1.707
C -0.478 6.279 3.017
C 3.229 1.107 5.751
C 1.475 -1.290 -3.746
C 2.519 -1.961 -3.085
C -3.798 -3.731 1.702
C 1.913 -0.834 -1.030
C -1.256 1.119 -3.033
C 3.969 2.259 5.932
C -3.593 1.081 1.202
C 2.616 0.796 4.516
C 4.339 -3.996 -6.220
C -0.456 5.038 3.720
C 0.583 -0.431 -3.115
C -0.582 4.876 5.120
C 3.049 -3.638 -8.707
C 2.544 -3.025 -7.571
C -2.611 -3.028 1.511
C -0.951 1.326 -1.694
C 4.012 -2.078 0.314
C -0.519 0.221 -3.761
C 3.502 2.907 3.666
C -6.335 2.493 -0.235
C 3.154 -3.207 -6.325
C 2.690 -2.579 -5.134
C 1.786 -0.373 4.446
C -3.072 -4.435 3.881
C -6.211 3.017 2.286
C 3.816 -2.373 -1.018
C -0.536 2.493 4.777
C -0.296 3.867 2.918
C 4.063 3.184 4.878
C -0.187 3.936 1.486
C -0.502 -2.025 2.462
C 2.749 1.720 3.409
C 2.770 -1.750 -1.713
C -0.587 3.602 5.628
H -5.536 3.866 2.074
H 5.710 -5.303 -7.291
H 4.455 2.467 6.866
H 3.230 -5.463 -10.949
H -2.089 1.652 -3.474
H -0.674 1.486 5.179
H 3.612 3.615 2.834
H 1.021 -1.430 -5.863
H -6.038 1.718 -0.968
H -3.250 -5.018 4.791
H 4.887 -5.482 -11.631
H -7.960 0.705 1.457
H 4.776 -2.601 0.871
H -0.672 3.459 6.701
H -5.663 3.355 -0.421
H 4.665 4.104 5.008
H -6.552 -0.161 0.773
H -4.946 -5.013 2.982
H 1.810 -1.018 5.323
H -5.922 2.574 3.268
H -7.242 3.433 2.387
H 1.684 -2.339 -7.652
H -0.459 7.306 1.147
H 2.640 -3.458 -9.699
H 4.815 -4.080 -5.244
H -6.563 0.261 2.496
H -1.096 -3.724 4.473
H -7.383 2.783 -0.460
H -0.747 0.020 -4.814
H -4.539 -3.717 0.897
H 4.437 -3.121 -1.505
H 3.133 0.371 6.559
H 3.302 -0.794 1.916
H -2.419 -2.510 0.572
H -1.492 2.076 -1.128
H -0.666 5.706 5.792
H 4.129 -3.908 -11.226
```

Summary:
Multiplicity ... 7
Total charge ... -1
Energy above the lowest of the compared OMol25 structures with the same formula, charge and spin ... 0.0 kcal/mol
Molecular weight ... 1049.71 g mol⁻¹

Below is a structure of composition C12H38BrN10NbO21P at a distorted geometry, with properties calculated with ωB97M-V/def2-TZVPD.

The geometry in XYZ format:
```
84
Properties=species:S:1:pos:R:3
Nb 2.411 -3.060 2.654
Br 0.552 -6.468 2.755
P 2.123 -5.384 1.526
O 1.581 -5.011 -0.062
O -2.084 -0.787 6.032
O -0.249 -0.098 5.113
O -1.505 5.557 -0.710
O 0.610 5.487 -0.256
O 0.074 4.520 5.004
O -0.310 0.266 0.601
O -1.937 2.081 -5.321
O 0.851 3.374 3.342
O 0.746 6.750 -7.259
O -5.937 1.838 7.192
O -2.114 1.217 1.329
O 0.855 3.020 -7.377
O 5.692 -4.498 -2.331
O 1.041 -10.692 0.975
O 6.728 -6.396 -2.255
O -0.286 6.891 -9.155
O -1.804 1.146 -3.374
O -4.892 1.018 5.483
O 0.972 -12.096 2.620
O 0.600 2.246 -9.381
N 5.791 -5.661 -1.995
N 0.973 4.135 4.281
N -0.555 5.219 -0.028
N -1.462 0.619 0.484
N 0.601 7.197 -8.378
N -1.449 -0.077 5.265
N 0.251 2.914 -8.427
N -1.362 1.830 -4.282
N 0.695 -11.037 2.088
N -5.354 0.946 6.604
C 1.588 8.203 -8.848
C -2.225 0.896 4.454
C -2.135 0.296 -0.799
C 0.716 -2.334 1.258
C -1.022 3.669 -8.545
C -0.004 2.409 -4.106
C -5.185 -0.349 7.312
C -0.581 -2.771 1.594
C 4.679 -6.244 -1.199
C -0.849 4.412 1.186
C -0.137 -10.079 2.860
C 2.342 4.634 4.564
H -1.046 -9.900 2.289
H -1.342 3.497 0.860
H 1.041 9.116 -9.077
H 2.536 -1.424 3.422
H -2.929 0.331 3.848
H 2.313 8.375 -8.057
H -2.741 1.558 5.144
H -4.116 -0.540 7.395
H -1.537 1.455 3.825
H -1.475 -2.619 0.920
H 0.621 2.029 -4.911
H 0.385 2.104 -3.137
H 4.275 -7.081 -1.766
H 1.103 -3.439 3.900
H -2.124 -0.787 -0.911
H 0.837 -5.581 -0.336
H -5.678 -1.115 6.717
H 3.683 -3.707 3.806
H 3.919 -5.481 -1.044
H -1.574 0.781 -1.594
H 2.071 7.799 -9.735
H -1.500 5.005 1.825
H 0.933 -1.696 0.355
H -0.790 4.726 -8.419
H -1.450 3.483 -9.527
H 2.969 3.769 4.774
H 2.301 5.299 5.422
H -0.762 -3.334 2.561
H -0.370 -10.519 3.827
H 3.691 -2.670 1.419
H 0.439 -9.161 2.981
H 5.093 -6.574 -0.248
H 0.085 4.182 1.693
H -1.688 3.314 -7.760
H -0.100 3.492 -4.159
H 2.687 5.166 3.678
H -3.156 0.670 -0.764
H -5.642 -0.271 8.296
```

Summary:
Total charge ... -1
Total energy ... -151806.3432 eV
Molecular weight ... 862.27 g mol⁻¹

Below is a structure of composition C5H11N3 at a distorted geometry, with properties calculated with ωB97M-V/def2-TZVPD.

The geometry in XYZ format:
```
19
Properties=species:S:1:pos:R:3
N 1.012 2.077 -1.003
N -1.652 -0.029 -1.363
N 1.011 -0.172 0.208
C 0.774 1.408 0.054
C -0.304 -0.208 0.682
C -1.489 -0.170 -0.017
C -0.375 -0.457 2.171
C 1.455 -0.970 -0.909
H 2.528 -1.150 -0.793
H -0.814 0.060 -1.925
H -2.520 0.393 -1.667
H 0.574 -0.823 2.571
H 0.924 -1.931 -0.960
H 0.691 1.919 1.019
H 1.354 -0.472 -1.886
H -1.097 -1.238 2.423
H 0.971 1.511 -1.850
H -0.617 0.461 2.716
H -2.427 -0.209 0.528
```

Summary:
Total charge ... 0
Energy above the lowest of the compared OMol25 structures with the same formula, charge and spin ... 65.7 kcal/mol
Molecular weight ... 113.16 g mol⁻¹